Model a:
The following is a DFT calculation (the ωB97M-V functional and the def2-TZVPD basis) of C21H24N4O3 in the gas phase.

```
! RIJCOSX wB97M-V def2-TZVPD def2/J DEFGRID3
* xyz 0 1
O -2.1426 -0.6943 1.9988
C -2.0853 -0.8363 0.7881
C -3.2649 -0.4736 -0.0969
C -3.1134 0.9629 -0.6284
C -3.3492 1.8993 0.5466
O -4.4574 2.0270 1.0237
N -2.2721 2.5265 1.1054
C -2.3720 2.9683 2.4855
C -1.4208 2.0983 3.3021
O -0.0809 2.2650 2.8650
C 0.0995 2.4700 1.5377
C 1.4133 2.5879 1.0876
C 1.6840 2.8417 -0.2424
C 0.6413 3.0155 -1.1391
C -0.6669 2.9126 -0.7034
C -0.9564 2.5927 0.6204
N -0.9661 -1.3075 0.1927
C -0.7113 -1.4718 -1.2211
C 0.5718 -0.7175 -1.6028
N 1.6854 -1.1766 -0.8030
C 2.4435 -2.2168 -1.2782
C 3.4820 -2.8054 -0.5355
C 4.2376 -3.7962 -1.1223
C 3.9651 -4.1898 -2.4278
C 2.9316 -3.5467 -3.0810
N 2.1908 -2.6002 -2.5334
C 1.4255 -0.9736 0.6037
C 0.1535 -1.7239 1.0160
H -3.3800 -1.1803 -0.9182
H -4.1600 -0.5189 0.5268
H -2.1351 1.0898 -1.0829
H -3.8922 1.1526 -1.3690
H -3.4024 2.8368 2.8147
H -2.0870 4.0231 2.5557
H -1.4264 2.3763 4.3579
H -1.7127 1.0463 3.1962
H 2.2061 2.4834 1.8115
H 2.7066 2.9206 -0.5761
H 0.8444 3.2509 -2.1722
H -1.4795 3.1082 -1.3869
H -0.5624 -2.5376 -1.4372
H -1.5416 -1.1052 -1.8187
H 0.4450 0.3545 -1.4209
H 0.8065 -0.8954 -2.6513
H 3.7033 -2.4890 0.4706
H 5.0403 -4.2610 -0.5676
H 4.5374 -4.9634 -2.9131
H 2.6656 -3.7993 -4.0999
H 1.2878 0.0998 0.7691
H 2.2622 -1.3098 1.2117
H 0.3093 -2.8023 0.8852
H -0.1006 -1.5178 2.0566
*
```

HOMO: -7.944 eV
Structure (SMILES): O=C(CCC(=O)N1CCOc2ccccc21)N1CCN(c2ccccn2)CC1
Orbital gap: 8.7 eV

***

Model b:
The following is a DFT calculation (the ωB97M-V functional and the def2-TZVPD basis) of C21H24N4O3 in the gas phase.

```
! RIJCOSX wB97M-V def2-TZVPD def2/J DEFGRID3
* xyz 0 1
C -8.5300 -1.4821 -0.3910
O -8.0984 -0.1482 -0.2696
C -6.7708 0.0978 -0.1297
C -6.4368 1.4661 -0.0175
C -5.1411 1.8810 0.1290
C -4.1283 0.9172 0.1676
C -4.4694 -0.4576 0.0547
C -5.7891 -0.8762 -0.0941
N -3.3335 -1.2007 0.1198
C -2.2606 -0.3512 0.2707
C -0.8754 -0.7041 0.3868
O -0.4193 -1.8319 0.3341
N -0.0639 0.4322 0.5428
N 1.3138 0.3168 0.5163
C 1.9079 -0.5832 1.1691
C 3.3895 -0.7576 1.0438
C 3.6502 -1.5060 -0.2870
C 4.7313 -2.5828 -0.1407
C 3.9700 -0.5765 -1.4181
C 4.0779 0.7410 -1.3331
C 4.3675 1.5997 -2.5266
C 3.8912 1.4763 -0.0418
C 4.1426 0.5794 1.1679
C 5.6434 0.3629 1.3593
C -0.4718 1.7703 0.5412
O 0.3082 2.6844 0.6536
N -1.8257 1.9818 0.4457
C -2.7162 0.9537 0.3040
H -9.6129 -1.4337 -0.4914
H -8.2749 -2.0685 0.4974
H -8.1054 -1.9616 -1.2787
H -7.2489 2.1739 -0.0523
H -4.9061 2.9309 0.2131
H -6.0133 -1.9271 -0.1773
H -3.2528 -2.2013 0.0605
H 1.3907 -1.3011 1.8080
H 3.7103 -1.4042 1.8673
H 2.7216 -2.0316 -0.5533
H 5.6883 -2.1470 0.1300
H 4.8516 -3.1139 -1.0828
H 4.4497 -3.3052 0.6228
H 4.0986 -1.0688 -2.3742
H 3.5897 2.3544 -2.6355
H 4.4143 1.0086 -3.4379
H 5.3174 2.1195 -2.3991
H 2.8700 1.8605 -0.0016
H 4.5687 2.3327 -0.0041
H 3.7562 1.0835 2.0614
H 5.8401 -0.3664 2.1426
H 6.1183 1.3000 1.6429
H 6.0987 0.0203 0.4342
H -2.1331 2.9435 0.4509
*
```

HOMO: -7.965 eV
Structure (SMILES): COc1ccc2c(c1)[nH]c1c(=O)n(/N=C/[C@H]3[C@H](C)C=C(C)C[C@@H]3C)c(=O)[nH]c12
Orbital gap: 8.3 eV

***

Relative energy table, unit kJ/mol: model a 0.0; model b 83.6

***

Model a:
The following is a DFT calculation (the ωB97M-V functional and the def2-TZVPD basis) of a molecular structure, C23H32N4O2.

```
! RIJCOSX wB97M-V def2-TZVPD def2/J DEFGRID3
* xyz 0 1
C -4.9074 -1.2278 2.2621
H -4.3860 -1.7209 3.0528
H -5.8313 -1.4586 2.0324
H -4.8987 -0.1848 2.3062
C -4.1151 -1.7689 0.7853
N -4.7277 -1.0113 -0.1887
C -3.8492 -0.2029 -0.8077
H -2.7531 -0.4479 -1.0957
C -3.8116 1.3874 -0.5181
C -2.7100 1.5514 0.6923
N -1.4406 1.6728 0.2571
C -0.7110 0.5396 0.4998
O -0.9510 -0.6326 1.2276
C 0.8228 0.5370 0.0160
N 1.3846 1.7693 -0.1675
C 0.5175 2.8134 -0.1208
O 0.9576 3.8504 -0.1249
C -0.8786 2.4226 -0.5559
H -1.3453 3.4877 -0.6474
H -0.8553 2.1740 -1.5634
C 2.8148 2.0124 -0.0567
C 3.4606 0.8007 0.1529
C 3.0373 -0.3843 0.3967
C 4.0002 -1.4310 0.3681
C 4.1232 -2.6901 0.1446
C 5.4010 -3.4812 0.1317
C 6.4586 -2.9889 -0.2910
C 6.4530 -1.2783 -0.5187
C 5.1379 -0.8196 -0.1316
N 4.9293 0.5017 -0.2840
H 5.5367 1.3790 -0.6932
H 7.2590 -0.9252 -0.9455
H 7.3956 -3.3059 -0.4490
H 5.3663 -4.6997 0.2619
H 3.2231 -3.4719 0.7258
C 1.6674 -0.3809 0.7975
H 1.2318 -1.5655 0.4067
H 1.5223 -0.3604 2.0968
C 3.1598 2.7779 1.3717
H 2.5630 3.8263 1.4719
H 4.3304 2.8077 1.6108
H 2.6951 2.2064 2.4334
C 3.2189 2.8195 -1.1358
H 4.3294 2.9366 -1.0562
H 3.0295 2.3865 -2.1668
H 2.9419 3.7433 -1.2018
H 0.7792 -0.0122 -1.0200
H -2.7501 0.7166 1.5342
H -2.8573 2.6938 1.0133
H -3.6766 2.1262 -1.1864
H -4.7310 1.6274 -0.0925
H -4.0720 0.0095 -2.0642
C -5.3550 -1.6830 -1.1517
C -4.7784 -2.8953 -1.8090
H -4.0566 -2.4195 -2.5125
H -4.2222 -3.3909 -1.0739
H -5.6097 -3.4560 -2.5177
H -6.3321 -2.2260 -0.3248
H -6.0864 -0.9830 -1.6867
H -4.0141 -2.6938 1.1043
H -3.0344 -1.3791 1.0063
*
```

HOMO: -7.401 eV
Orbital gap: 7.9 eV

***

Model b:
The following is a DFT calculation (the ωB97M-V functional and the def2-TZVPD basis) of C23H32N4O2 in the gas phase.

```
! RIJCOSX wB97M-V def2-TZVPD def2/J DEFGRID3
* xyz 0 1
C 2.3647 -6.1835 -5.6572
C 1.4970 -5.5761 -4.5729
O 0.9831 -6.2254 -3.6929
N 1.3716 -4.2224 -4.7132
C 0.6667 -3.3179 -3.9141
C 0.7160 -1.9562 -4.2929
C 0.0630 -1.0004 -3.5728
C -0.6785 -1.3549 -2.4253
N -1.3052 -0.3877 -1.7338
C -1.9852 -0.7048 -0.6638
C -2.6206 0.4307 0.0930
N -1.5988 1.2236 0.7536
C -2.1089 2.4676 1.2918
C -0.9292 3.3141 1.7791
N -0.0834 2.6368 2.7523
C -0.6399 2.6532 4.1046
C -0.6943 4.0548 4.6467
C 0.3503 4.7745 5.0422
C 1.7670 4.2923 5.0169
C 0.1836 6.1750 5.5516
C 0.3024 1.3081 2.2824
C 1.3589 1.3979 1.1714
C 2.6037 2.1712 1.6131
O 2.3674 3.5391 1.8102
C -0.9039 0.4916 1.7918
C -2.1071 -2.0363 -0.2062
C -1.4851 -3.0400 -0.8947
C -0.7313 -2.7236 -2.0449
C -0.0513 -3.6925 -2.8036
H 3.3665 -5.7604 -5.6175
H 2.4251 -7.2569 -5.5042
H 1.9372 -5.9854 -6.6380
H 1.8545 -3.8010 -5.4950
H 1.2855 -1.6798 -5.1703
H 0.0977 0.0401 -3.8537
H -3.1265 1.0842 -0.6218
H -3.3683 0.0375 0.8074
H -2.6326 3.0079 0.5003
H -2.8258 2.2908 2.1171
H -1.2891 4.2418 2.2274
H -0.3120 3.5686 0.9149
H 0.0111 2.0366 4.7323
H -1.6485 2.2152 4.1480
H -1.6809 4.4962 4.7009
H 1.8274 3.2175 4.8811
H 2.2692 4.5609 5.9454
H 2.3070 4.7669 4.1984
H 0.7880 6.8601 4.9585
H 0.5244 6.2439 6.5844
H -0.8542 6.4947 5.5066
H 0.7528 0.7798 3.1330
H 0.9236 1.8637 0.2888
H 1.6554 0.3834 0.9002
H 3.3774 2.1010 0.8428
H 3.0004 1.7179 2.5373
H 1.5597 3.5951 2.3517
H -0.5500 -0.4567 1.3823
H -1.5744 0.2656 2.6452
H -2.6893 -2.2458 0.6792
H -1.5558 -4.0704 -0.5750
H -0.0969 -4.7272 -2.5063
*
```

HOMO: -8.193 eV
Structure (SMILES): CC(=O)Nc1ccc2nc(CN3CCN(CC=C(C)C)[C@H](CCO)C3)ccc2c1
Orbital gap: 8.5 eV

***

Relative energy table, unit kJ/mol: model a 1911.3; model b 0.0

***

Model a:
The following is a DFT calculation (the ωB97M-V functional and the def2-TZVPD basis) of a molecular structure, C10H22N2O5PPdSeTe2.

```
! RIJCOSX wB97M-V def2-TZVPD def2/J DEFGRID3
* xyz 1 1
Pd 1.1263 -0.3603 -0.3408
N 0.5585 -0.3366 2.0367
C 0.5793 1.0591 2.5240
C 1.9428 1.7132 2.2848
C 2.1205 2.0394 0.8121
O 1.5162 3.0924 0.3703
O 2.7882 1.2984 0.0833
H -0.3854 -0.7019 2.0864
H 1.1583 -0.9214 2.6043
H 0.3361 1.1122 3.5868
H -0.1810 1.6060 1.9712
H 2.7553 1.0450 2.5676
H 2.0071 2.6327 2.8642
C 4.0190 -1.1406 -1.9095
Te 3.4754 -1.4683 0.1269
C 3.3477 -3.5799 -0.1535
H 4.9057 -1.7245 -2.1437
H 4.2110 -0.0781 -2.0184
H 3.1785 -1.4328 -2.5251
H 2.8832 -3.7884 -1.1128
H 2.7477 -4.0064 0.6465
H 4.3475 -4.0074 -0.1201
Se 1.5587 3.5154 -1.4590
C 1.4244 1.8719 -2.1372
N 1.5400 0.7624 -2.4703
C -2.9705 2.8373 -2.0872
C -3.6203 1.5644 -1.5964
O -2.7472 0.4020 -1.7599
P -1.5920 0.0784 -0.7348
O -0.6676 1.2054 -0.3728
Te -0.5118 -1.8503 -1.7147
O -2.2945 -0.3671 0.6243
C -3.3243 -1.3866 0.6484
C -2.9834 -2.4045 1.7093
H -3.6836 3.6576 -1.9997
H -2.6724 2.7375 -3.1309
H -2.0918 3.0774 -1.4914
H -4.5027 1.3241 -2.1826
H -3.9099 1.6479 -0.5469
H -3.4029 -1.8567 -0.3333
H -4.2666 -0.8876 0.8700
H -2.0733 -2.9456 1.4464
H -3.7991 -3.1219 1.8030
H -2.8472 -1.9135 2.6743
*
```

HOMO (spin up / spin down): -10.720 / -10.699 eV
Orbital gap (spin up / spin down): 5.9 / 5.9 eV

***

Model b:
The following is a DFT calculation (the ωB97M-V functional and the def2-TZVPD basis) of a molecular structure, C10H22N2O5PPdSeTe2.

```
! RIJCOSX wB97M-V def2-TZVPD def2/J DEFGRID3
* xyz 1 1
Pd -0.3810 -0.0249 0.1285
N -1.6637 -1.6157 -0.4099
C -3.0236 -1.3909 0.1513
C -3.5331 0.0498 0.0011
C -2.8369 1.0668 0.9170
O -2.7204 0.8170 2.1035
O -2.3981 2.1796 0.3598
H -1.6821 -1.4556 -1.4160
H -1.3318 -2.5642 -0.2705
H -3.0076 -1.6420 1.2115
H -3.7259 -2.0617 -0.3468
H -4.5681 0.0256 0.3481
H -3.5295 0.3810 -1.0377
C -0.2023 0.9428 3.8244
Te -0.2284 -0.7492 2.5524
C 1.8506 -1.0532 2.7931
H -0.0955 0.5661 4.8397
H -1.1452 1.4647 3.7054
H 0.6518 1.5666 3.5694
H 2.3877 -0.1954 2.4002
H 2.1427 -1.9575 2.2680
H 2.0268 -1.1593 3.8617
Se 2.4858 2.1300 0.1866
C 2.2263 0.3448 -0.2347
N 1.8558 -0.7477 -0.3781
C -3.3471 4.5347 -1.7922
C -2.1295 4.1692 -2.5996
O -1.8778 2.7268 -2.5058
P -0.5836 2.1317 -1.8759
O -0.6196 0.6296 -1.9245
Te -0.2460 2.4965 0.5405
O 0.6324 2.8388 -2.5452
C 0.9775 2.6506 -3.9635
C 1.8865 1.4588 -4.1229
H -3.5450 5.6003 -1.9115
H -3.2033 4.3182 -0.7362
H -4.2171 3.9808 -2.1421
H -1.2371 4.7073 -2.2740
H -2.2734 4.3582 -3.6613
H 1.4654 3.5810 -4.2405
H 0.0526 2.5529 -4.5335
H 2.7865 1.5821 -3.5215
H 2.1800 1.3735 -5.1696
H 1.3868 0.5374 -3.8268
*
```

HOMO: -11.850 eV
Orbital gap: 7.5 eV

***

Relative energy table, unit kJ/mol: model a 169.7; model b 0.0

***

Model a:
The following is a DFT calculation (the ωB97M-V functional and the def2-TZVPD basis) of C5H9FO2 in the gas phase.

```
! RIJCOSX wB97M-V def2-TZVPD def2/J DEFGRID3
* xyz 0 1
C -0.2435 -0.2361 2.0274
C -0.0200 -0.9401 0.6965
F 1.1716 -1.6423 0.7562
C -0.0114 0.0097 -0.5068
C -1.2268 0.8324 -0.7738
O -1.2198 1.9062 0.1419
C 1.2900 0.4530 -1.0334
O 0.5400 -0.5824 -1.6889
H 0.4623 0.5486 2.2148
H -1.2684 0.2291 2.1185
H -0.2954 -0.9638 2.8288
H -0.7860 -1.7107 0.4815
H -2.1988 0.2277 -0.6596
H -1.1812 1.2181 -1.7989
H -2.0571 2.3806 -0.0666
H 2.2068 0.0678 -0.5311
H 1.2812 1.4800 -1.4763
*
```

HOMO: -10.387 eV
Structure (SMILES): C[C@H](F)[C@@]1(CO)CO1
Orbital gap: 11.0 eV

***

Model b:
The following is a DFT calculation (the ωB97M-V functional and the def2-TZVPD basis) of C5H9FO2 in the gas phase.

```
! RIJCOSX wB97M-V def2-TZVPD def2/J DEFGRID3
* xyz 0 1
C 0.0277 1.1048 -1.1011
C -0.8785 1.0637 0.2530
C 1.7650 0.0911 -0.0055
C -1.9649 -0.1050 0.1571
C 2.4172 -1.1143 0.5342
O 0.9027 -0.0005 -0.9067
O -0.0237 0.9572 1.3404
F 2.4802 1.2053 0.1207
H -0.5697 0.9301 -1.9510
H 0.4084 2.0158 -1.2383
H -1.4656 2.0153 0.2511
H -1.4637 -0.8712 -0.4114
H -2.8642 0.3804 -0.3245
H -2.2608 -0.1835 1.2369
H 1.9589 -1.2328 1.5624
H 3.5796 -0.9733 0.6904
H 2.0880 -2.0024 -0.0702
*
```

HOMO: -8.072 eV
Orbital gap: 8.4 eV

***

Relative energy table, unit kJ/mol: model a 0.0; model b 191.5

***

Model a:
The following is a DFT calculation (the ωB97M-V functional and the def2-TZVPD basis) of 2 unconnected molecules or ions with the total composition C5H4O.

```
! RIJCOSX wB97M-V def2-TZVPD def2/J DEFGRID3
* xyz 0 1
C 0.4447 1.3866 0.5540
C 0.8387 0.6820 -0.6960
C -0.4175 -2.0591 1.4492
C -0.3164 0.1793 0.6124
C -0.3364 -0.0629 -0.9655
O -1.5360 -2.2023 1.5320
H 0.9107 1.9243 1.2834
H 1.8812 0.5589 -0.9954
H -1.1973 0.5457 -1.2015
H -0.2716 -0.9525 -1.5725
*
```

HOMO (spin up / spin down): -8.286 / -8.286 eV
Orbital gap (spin up / spin down): 9.0 / 9.0 eV

***

Model b:
The following is a DFT calculation (the ωB97M-V functional and the def2-TZVPD basis) of 2 unconnected molecules or ions with the total composition C5H4O.

```
! RIJCOSX wB97M-V def2-TZVPD def2/J DEFGRID3
* xyz 0 1
C 2.0066 0.5951 0.7543
C 2.2992 0.5675 -0.5180
C 0.9370 0.3284 -0.1394
C -0.6739 -1.6135 0.2359
C -1.4974 -1.3116 -0.9385
O -1.7408 -0.9781 0.5049
H 2.0402 1.0246 1.7216
H 2.9982 1.0028 -1.2260
H -1.0653 -0.4375 -1.4386
H -2.1081 -2.0201 -1.4376
*
```

HOMO: -8.618 eV
Orbital gap: 9.4 eV

***

Relative energy table, unit kJ/mol: model a 0.0; model b 274.3